# 1
The following is a DFT calculation (ωB97M-V/def2-TZVPD) of C29H32AsCaI2N5O3S4 as an isolated structure at a distorted geometry.

Output
Molar mass (g/mol): 995.7
Largest force on an atom (hartree/bohr): 0.070
Energy (eV): -183008.444
Relative energy (zero: lowest compared OMol25 entry of this formula, charge and spin) (kcal per mole): 44.7
Frontier orbital gap (eV): 7.4

The geometry in ORCA input format:
```
! RIJCOSX wB97M-V def2-TZVPD def2/J DEFGRID3
* xyz 0 1
Ca 0.52821 0.20506 0.02879
I 3.28352 6.65837 -2.95078
C 2.74943 4.66276 -2.45378
C 3.73470 3.70824 -2.28061
C 3.34605 2.43361 -1.94847
I 4.79846 0.93505 -1.61063
C 2.00835 2.02138 -1.76229
O 1.73323 0.81686 -1.43994
C 1.03611 3.04331 -1.96579
C -0.40535 2.70792 -1.70584
N -0.52762 2.27788 -0.31865
C -0.19641 3.32090 0.62839
C 0.43378 2.75364 1.86696
C 0.38288 3.44594 3.07394
C 0.98029 2.88628 4.18814
C 1.64716 1.67688 4.04817
C 1.66027 1.06786 2.80522
N 1.05639 1.58816 1.74881
C 1.41359 4.33272 -2.29423
H 4.78071 3.95439 -2.39293
H -0.72154 1.87262 -2.34017
H -1.04950 3.57982 -1.91745
H -1.46895 1.94154 -0.14935
H -1.06210 3.94330 0.90114
H 0.54670 3.98086 0.16308
H -0.14418 4.38567 3.13638
H 0.93034 3.38179 5.14610
H 2.13078 1.20608 4.88753
H 2.16161 0.12057 2.64945
H 0.65715 5.09323 -2.43830
O 0.07441 -2.77644 -1.98778
C -1.21905 -3.15290 -2.16370
C -1.51348 -4.29902 -2.89611
C -2.83002 -4.66755 -3.10819
C -3.86530 -3.92115 -2.56765
C -3.58126 -2.80481 -1.80352
C -2.26671 -2.40495 -1.60325
C -1.93203 -1.18740 -0.83562
O -0.85841 -0.55725 -1.14461
N -2.77876 -0.82378 0.07767
N -2.39205 0.17218 0.90916
C -3.26787 0.99296 1.29510
S -2.88554 2.19729 2.52034
C -4.62771 2.63517 2.84212
C -5.37205 2.58757 1.52901
S -4.94588 1.03318 0.66984
H 0.01022 -1.83464 -1.65265
H -0.70131 -4.87023 -3.32230
H -3.04612 -5.53640 -3.71400
H -4.89194 -4.19820 -2.75775
H -4.36080 -2.21100 -1.35165
H -4.63326 3.63411 3.27570
H -5.03864 1.91854 3.55466
H -5.09990 3.42461 0.88400
H -6.44619 2.58966 1.69817
S -0.35498 -3.20276 3.98468
C -0.86560 -1.63361 4.45782
C -0.80848 -0.78294 3.40013
N -0.37059 -1.33552 2.24399
C -0.11246 -2.58559 2.38957
H -1.16722 -1.44347 5.46703
H -1.08675 0.25423 3.42238
H 0.25448 -3.22785 1.61283
C 2.31433 -4.69495 -0.98751
As 2.99811 -2.86256 -1.11113
C 4.91591 -3.20515 -0.90747
C 2.87950 -2.21856 -2.94149
S 2.40994 -1.79316 0.57785
H 2.85327 -5.34679 -1.67117
H 1.25087 -4.72336 -1.20793
H 2.48116 -5.03281 0.03810
H 5.23196 -3.99131 -1.59348
H 5.11777 -3.52291 0.11864
H 5.48161 -2.29521 -1.11287
H 3.50210 -2.86488 -3.55743
H 3.26467 -1.20369 -2.97430
H 1.85597 -2.22935 -3.29810
*
```

Mulliken atomic charge list, values in e, 2 entries: 2.29 0.01

# 2
The following is a DFT calculation (ωB97M-V/def2-TZVPD) of a 2-piece molecular cluster, C3H3BrO overall at a distorted geometry.

Output
Molar mass (g/mol): 135.0
Largest force on an atom (hartree/bohr): 0.055
Energy (eV): -75244.558
Relative energy (zero: lowest compared OMol25 entry of this formula, charge and spin) (kcal per mole): 91.6
Frontier orbital gap (eV): 9.6

The geometry in ORCA input format:
```
! RIJCOSX wB97M-V def2-TZVPD def2/J DEFGRID3
* xyz 0 1
C -1.64198 0.29817 -0.38576
C -1.12408 0.94556 0.43601
C 1.82458 -1.31244 -0.31318
O 0.67909 -1.24803 0.13653
Br 2.78898 0.44382 -0.28243
H -1.74502 -0.24958 -1.22768
H -0.95505 1.56628 1.23952
H 0.17348 -0.44380 0.39699
*
```

Mulliken atomic charge list, values in e, 2 entries: -0.16 -0.77

# 3
The following is a DFT calculation (ωB97M-V/def2-TZVPD) of one molecule with the formula C7H5NO at a distorted geometry.

Output
Molar mass (g/mol): 119.1
Largest force on an atom (hartree/bohr): 0.103
SMILES: C1#CC/C=N\OCC#C1
Energy (eV): -10867.976
Relative energy (zero: lowest compared OMol25 entry of this formula, charge and spin) (kcal per mole): 208.1
Frontier orbital gap (eV): 8.7

The geometry in ORCA input format:
```
! RIJCOSX wB97M-V def2-TZVPD def2/J DEFGRID3
* xyz 0 1
C -1.22350 -1.48201 0.16190
C -1.79194 -0.41156 -0.11267
C -1.77386 1.10648 -0.19520
C -0.51100 1.55949 -0.93242
N 0.71783 1.30930 -0.69780
O 0.90363 0.62459 0.51100
C 1.91422 -0.31219 0.48258
C 1.28239 -1.73722 0.72320
C 0.10595 -1.98220 0.18669
H -2.61182 1.38518 -0.89541
H -1.99143 1.53204 0.88107
H -0.66816 2.45686 -1.85187
H 2.38529 0.01064 -0.55056
H 2.61870 0.00873 1.32890
*
```

Mulliken atomic charge list, values in e, 2 entries: 0.05 -0.14

Look up the energy of the second one.
-75244.558 eV

Number 3 is which compound?
C7H5NO

What is the formula in the third record?
C7H5NO

Which formula does entry 3 have?
C7H5NO